Here is a structure of composition C4MnN2S6Sb from the Open Molecules 2025 dataset. Energies are from the ωB97M-V functional and the def2-TZVPD basis.

Structure (ORCA input):
```
! RIJCOSX wB97M-V def2-TZVPD def2/J DEFGRID3
* xyz 2 1
Mn 1.4007 0.4321 0.1798
S 1.2715 0.3978 -2.0536
C 0.5426 1.8147 -2.4142
C 0.2607 2.1481 -3.7706
N 0.0326 2.4161 -4.8654
C 0.1639 2.7714 -1.3625
S 0.4466 2.4594 0.2166
C -0.4614 3.9919 -1.7491
N -0.9709 4.9744 -2.0613
S -0.9471 -8.3783 4.1915
Sb -2.0631 -7.0197 5.3963
S 3.2227 0.5738 0.7193
S 0.2599 -0.9069 0.9395
S -3.1586 -5.6747 6.6338
*
```

Calculated values
Lowest unoccupied orbital energy (alpha / beta), eV: -9.85 / -9.85
Electronic energy, eV: -109974.1208
Frontier orbital gap (alpha / beta), eV: 6.17 / 6.18
E_HOMO (alpha / beta), Eh: -0.589 / -0.589

***

Here is a structure of composition C4N2S2Tl from the Open Molecules 2025 dataset. Energies are from the ωB97M-V functional and the def2-TZVPD basis.

Structure (ORCA input):
```
! RIJCOSX wB97M-V def2-TZVPD def2/J DEFGRID3
* xyz 1 1
Tl -3.7186 -1.0194 0.1511
S -0.8451 0.3343 1.3717
C -0.7920 0.3430 -0.3153
S -1.6652 0.4343 -1.6544
C 0.5991 0.1158 0.1335
C 1.5333 1.2141 0.1347
N 2.2541 2.1063 0.1327
C 1.1256 -1.2252 0.0645
N 1.5087 -2.3032 -0.0184
*
```

Calculated values
Lowest unoccupied orbital energy, eV: -5.75
Electronic energy, eV: -33482.4640
Energy relative to the best compared isomer or geometry (same formula, charge and spin), kJ/mol: 0.0
Frontier orbital gap, eV: 8.38
E_HOMO, Eh: -0.519

***

Here is a cluster of 5 separate species, C50H103NO22P4 in total at a distorted geometry from the Open Molecules 2025 dataset. Energies are from the ωB97M-V functional and the def2-TZVPD basis.

Structure (ORCA input):
```
! RIJCOSX wB97M-V def2-TZVPD def2/J DEFGRID3
* xyz 0 1
C -5.3031 -0.2377 3.0603
C -4.1305 -0.4895 3.0006
C -2.7123 -0.7319 2.6438
C -2.0984 -1.9981 3.2734
O -0.7085 -2.1149 3.0320
C 0.0012 -2.5959 4.1686
C 0.3226 -1.4617 5.1635
C 1.4552 -1.8406 6.1513
C -1.6967 0.3884 3.0984
O -1.6944 0.9495 4.1455
O -0.7879 0.5522 2.1102
C -1.3774 0.4455 0.7878
C -0.1933 -0.1539 -0.0092
C -0.4835 -0.3460 -1.5265
C 0.4454 0.5701 -2.3989
C 1.6835 -0.1428 -2.9552
O 2.8553 -0.0278 -2.1003
C 3.5231 1.1321 -2.3395
O 3.1010 2.2010 -2.0018
C -1.7997 1.8060 0.1730
C -1.6343 3.0410 1.1127
C -0.3698 3.8892 0.7931
C 0.9526 3.1272 1.0415
C -0.3940 5.1525 1.6805
C -2.5904 -0.5078 1.1018
C -2.9561 -1.6561 0.1370
C -2.0880 -2.9323 0.2571
N -1.9939 -3.7051 -1.0022
C -2.9568 -4.8085 -1.0568
C -2.6010 -6.0370 -0.1752
C -0.6616 -4.1258 -1.2888
C -0.1368 -3.9766 -2.7305
O 0.0808 -4.6264 -0.4814
H -6.2897 0.1646 2.9486
H -2.5897 -2.9244 2.9322
H -2.2641 -1.9484 4.3626
H -0.5682 -3.4026 4.6650
H 0.9463 -3.0614 3.8529
H 0.6272 -0.5747 4.5992
H -0.5820 -1.2817 5.7600
H 1.8129 -0.9131 6.6206
H 1.0666 -2.4646 6.9673
H 2.3051 -2.3132 5.6444
H 0.6296 0.5606 0.1230
H 0.1603 -1.0973 0.4222
H -1.5008 0.0138 -1.7389
H -0.4171 -1.3837 -1.8658
H -0.1450 0.9507 -3.2485
H 0.7027 1.4474 -1.7989
H 1.9510 0.3666 -3.8991
H 1.5113 -1.1877 -3.2300
H 4.5142 1.1084 -2.8289
H -1.2327 2.0346 -0.7413
H -2.8531 1.7962 -0.1458
H -1.7159 2.8136 2.1811
H -2.4772 3.7144 0.8798
H -0.4605 4.1826 -0.2641
H 1.7426 3.8589 1.2770
H 1.3103 2.6141 0.1375
H 0.8915 2.4490 1.9007
H -0.3087 4.9056 2.7476
H 0.3723 5.8781 1.3747
H -1.3546 5.6746 1.5318
H -3.4245 0.1924 0.9223
H -2.9635 -1.3152 -0.9066
H -4.0002 -1.9284 0.3605
H -2.5981 -3.5916 0.9826
H -1.0856 -2.7716 0.6634
H -3.0005 -5.1426 -2.1064
H -3.9708 -4.4793 -0.8012
H -3.4885 -6.3463 0.3994
H -2.2722 -6.9180 -0.7387
H -1.8301 -5.8161 0.5733
H -0.9275 -3.5613 -3.3680
H 0.6489 -3.2103 -2.6768
H 0.2611 -4.9195 -3.1142
C -4.3739 -9.3748 8.7657
C -3.4616 -9.1271 7.5776
O -4.0901 -8.3048 6.5985
P -3.8613 -6.6746 6.5844
O -2.3869 -6.5050 6.7720
O -4.0289 -6.3503 4.9918
C -3.0078 -5.6630 4.2727
C -2.0944 -6.6411 3.5615
O -5.4651 -6.3092 6.7557
C -6.0677 -6.2335 8.0476
C -5.2308 -5.4765 9.0582
H -4.5147 -8.4581 9.3440
H -3.9453 -10.1278 9.4288
H -5.3559 -9.7148 8.4341
H -2.5150 -8.6976 7.9112
H -3.2360 -10.0776 7.0911
H -2.4433 -5.0031 4.9322
H -3.5063 -5.0274 3.5361
H -1.7323 -7.4207 4.2314
H -1.2366 -6.1245 3.1249
H -2.6358 -7.1455 2.7588
H -6.3013 -7.2412 8.4009
H -7.0223 -5.7216 7.9181
H -4.2568 -5.9568 9.2101
H -5.7417 -5.4333 10.0199
H -5.0441 -4.4581 8.7134
C 7.6694 4.4093 -1.6544
C 8.0384 5.8194 -2.0800
O 8.0576 5.9495 -3.4989
P 6.7373 6.4931 -4.3189
O 6.2740 7.6772 -3.5312
O 7.4424 7.2111 -5.6066
C 7.1689 8.5731 -5.9301
C 8.2298 9.4874 -5.3502
O 6.5870 5.1338 -5.2489
C 5.8589 4.0013 -4.7756
C 4.5402 4.3599 -4.1230
H 6.6215 4.1971 -1.8823
H 7.8115 4.2825 -0.5801
H 8.2815 3.6750 -2.1802
H 7.3596 6.5415 -1.6225
H 9.0461 6.0504 -1.7302
H 6.1730 8.8622 -5.5954
H 7.1746 8.6511 -7.0193
H 8.3934 9.2927 -4.2905
H 7.9524 10.5351 -5.4783
H 9.1857 9.3220 -5.8513
H 6.4906 3.4196 -4.0982
H 5.6690 3.3665 -5.6429
H 4.6885 5.0051 -3.2491
H 4.0208 3.4617 -3.7949
H 3.9020 4.9003 -4.8250
C 0.8907 12.8725 2.4182
C 0.5045 11.4689 2.8492
O -0.8798 11.3845 3.1761
P -1.9882 10.8984 2.0603
O -1.3648 9.7009 1.4158
O -3.1143 10.2068 3.0203
C -3.5375 8.8617 2.8028
C -2.7712 7.9061 3.6950
O -2.8788 12.2909 2.1372
C -2.5405 13.4246 1.3389
C -2.2122 13.0730 -0.0977
H 0.4476 13.1161 1.4491
H 1.9740 12.9611 2.3239
H 0.5382 13.6091 3.1414
H 0.7763 10.7480 2.0758
H 1.0568 11.2036 3.7523
H -3.4389 8.5861 1.7530
H -4.6011 8.8159 3.0457
H -1.6943 8.0609 3.6296
H -2.9937 6.8697 3.4343
H -3.0443 8.0630 4.7405
H -1.7199 13.9714 1.8108
H -3.4057 14.0889 1.3561
H -1.3503 12.3979 -0.1568
H -1.9782 13.9730 -0.6661
H -3.0569 12.5687 -0.5701
C 1.5385 -8.1621 -10.2207
C 2.3780 -7.9410 -8.9751
O 1.5837 -7.4871 -7.8829
P 0.9737 -8.5451 -6.7782
O 2.1213 -9.4488 -6.4579
O 0.9146 -7.6029 -5.4451
C 1.5567 -7.9997 -4.2332
C 2.9292 -7.3663 -4.1267
O -0.6052 -8.1337 -7.0535
C -1.3554 -8.7567 -8.0960
C -1.1706 -10.2591 -8.1551
H 0.8751 -9.0214 -10.0936
H 2.1763 -8.3553 -11.0846
H 0.9184 -7.2891 -10.4284
H 2.9232 -8.8518 -8.7203
H 3.1166 -7.1618 -9.1711
H 1.6118 -9.0850 -4.1561
H 0.9335 -7.6531 -3.4057
H 3.5234 -7.5173 -5.0278
H 3.4782 -7.7685 -3.2738
H 2.8349 -6.2861 -3.9954
H -1.1090 -8.2888 -9.0527
H -2.4055 -8.5325 -7.9028
H -0.1232 -10.5258 -8.3399
H -1.7759 -10.6862 -8.9544
H -1.4636 -10.7176 -7.2091
*
```

Calculated values
Lowest unoccupied orbital energy, eV: 0.24
Electronic energy, eV: -137211.6725
Energy relative to the best compared isomer or geometry (same formula, charge and spin), kJ/mol: 0.0
Frontier orbital gap, eV: 9.20
E_HOMO, Eh: -0.329
SMILES string: C#C[C@]1(COCCC)C(=O)O[C@](CCCCOC=O)(CCC(C)C)[C@H]1CCN(CC)C(C)=O.CCOP(=O)(OCC)OCC.CCOP(=O)(OCC)OCC.CCOP(=O)(OCC)OCC.CCOP(=O)(OCC)OCC

***

Here is a cluster of 10 separate species, C50H106N10O10 in total at a distorted geometry from the Open Molecules 2025 dataset. Energies are from the ωB97M-V functional and the def2-TZVPD basis.

Structure (ORCA input):
```
! RIJCOSX wB97M-V def2-TZVPD def2/J DEFGRID3
* xyz 1 2
C 3.2790 -2.7062 0.4528
C 2.8415 -3.7184 1.4985
C 3.9144 -4.0296 2.4348
C 4.1557 -5.4593 2.8983
N 4.2935 -6.5468 3.1997
H 2.5022 -2.5436 -0.2944
H 3.9845 -3.2288 -0.1931
H 3.7645 -1.8766 0.9666
H 2.5151 -4.6573 1.0513
H 1.9124 -3.3653 1.9460
H 3.8029 -3.3720 3.2968
H 4.8350 -3.5321 2.1298
C 1.2932 8.1466 1.5775
C 2.6754 8.7958 1.6646
C 3.3845 8.2676 2.9205
C 4.6113 8.9884 3.1699
N 5.5981 9.6124 3.3402
H 0.8367 8.5817 2.4665
H 1.3419 7.0592 1.6362
H 0.7377 8.4841 0.7025
H 2.5887 9.8824 1.6567
H 3.2613 8.6572 0.7559
H 3.4922 7.1950 2.7589
H 2.6899 8.1850 3.7565
C -6.2589 1.6294 0.9996
C -5.2152 2.5889 1.4413
C -4.4310 3.3368 0.3041
C -3.8047 2.3250 -0.6126
N -3.4038 1.5521 -1.3487
H -6.9163 1.0975 1.6874
H -5.8643 0.7521 0.4870
H -6.8263 2.2935 0.3476
H -4.5595 2.0250 2.1047
H -5.5337 3.3937 2.1038
H -3.8095 4.1815 0.6013
H -5.1215 3.9172 -0.3078
C -3.4688 -5.9772 0.8056
O -2.3419 -6.1524 1.6809
C -2.7284 -6.8716 2.8470
C -1.6343 -7.7526 3.3279
N -0.4092 -7.0322 3.6630
C 0.5608 -7.7054 4.4546
C 0.9708 -9.1664 4.1229
O 1.7025 -9.7947 5.1552
C 3.0375 -9.3430 5.0848
H -4.0141 -5.1097 1.1774
H -4.0293 -6.8942 0.6234
H -3.0541 -5.6765 -0.1565
H -3.6526 -7.4222 2.6712
H -2.9868 -6.1776 3.6468
H -1.3374 -8.5107 2.6032
H -1.9141 -8.3824 4.1724
H 0.0757 -6.7897 2.8109
H 0.1032 -7.8675 5.4305
H 1.4457 -7.0891 4.6133
H 1.5698 -9.1260 3.2132
H 0.0455 -9.7216 3.9689
H 3.1675 -8.2640 5.1689
H 3.4246 -9.5488 4.0868
H 3.6545 -9.9022 5.7881
C 2.5077 -8.4062 -6.2132
O 1.4802 -7.4711 -6.0107
C 1.5545 -6.1566 -6.6633
C 0.2438 -5.3935 -6.4718
N 0.0704 -4.6264 -5.1569
C 0.7531 -3.3179 -5.2372
C 0.5422 -2.5697 -3.8806
O -0.7552 -2.1623 -3.7440
C -0.9534 -1.6625 -2.4823
H 2.0214 -9.3735 -6.0871
H 3.4166 -8.2407 -5.6346
H 2.8557 -8.4762 -7.2438
H 1.6612 -6.3716 -7.7265
H 2.4313 -5.5610 -6.4091
H -0.6464 -5.9918 -6.6659
H 0.2277 -4.6648 -7.2823
H -0.8895 -4.3633 -4.9849
H 0.4769 -2.6960 -6.0887
H 1.8254 -3.3638 -5.4274
H 1.0565 -1.6297 -4.0806
H 1.0056 -3.2066 -3.1272
H -2.0318 -1.6900 -2.3263
H -0.6821 -0.6074 -2.5189
H -0.4946 -2.2436 -1.6824
C -0.5396 5.1607 1.2494
O -0.0164 3.8296 1.1175
C -0.1917 3.2340 -0.1614
C 0.4672 1.7839 0.0084
N -0.4135 0.7875 0.6179
C 0.1789 -0.5446 0.6153
C -0.7675 -1.6621 1.0804
O -0.0951 -2.8298 0.6475
C -0.8200 -3.9573 0.8154
H -1.5763 5.3199 0.9528
H 0.0433 5.7549 0.5457
H -0.4068 5.5975 2.2391
H 0.2911 3.9308 -0.8465
H -1.2533 3.2419 -0.4085
H 1.3290 1.9306 0.6594
H 0.9716 1.4599 -0.9019
H -1.3962 0.9828 0.4906
H 1.0425 -0.5818 1.2793
H 0.5384 -0.8466 -0.3684
H -1.8284 -1.5614 0.8509
H -0.8976 -1.6712 2.1625
H -0.1593 -4.8223 0.8733
H -1.4448 -3.9267 -0.0773
H -1.5279 -3.9076 1.6427
C -1.2339 8.0139 -1.1040
O -2.2579 7.1739 -1.5945
C -3.4497 7.7478 -1.9323
C -4.3764 7.9336 -0.6587
N -5.6510 8.5487 -1.0674
C -6.4367 8.6602 0.1612
C -7.7309 9.4456 0.1325
O -8.7825 8.5625 -0.3798
C -10.0397 9.2253 -0.6485
H -0.3104 7.4409 -1.0205
H -1.4473 8.3549 -0.0909
H -0.9797 8.8424 -1.7650
H -3.9960 7.3282 -2.7770
H -3.1808 8.7680 -2.2064
H -3.9720 8.6151 0.0897
H -4.3350 7.0453 -0.0284
H -6.1805 7.9554 -1.6900
H -5.7795 9.2419 0.8076
H -6.6802 7.6618 0.5245
H -7.6346 10.3554 -0.4600
H -8.0948 9.8089 1.0936
H -10.8278 8.5122 -0.8902
H -9.9700 9.8611 -1.5311
H -10.3886 9.7971 0.2114
C 2.9557 8.3413 -2.8271
O 3.1010 6.9040 -2.8398
C 2.9962 6.4137 -1.5234
C 3.0684 4.8297 -1.5914
N 4.4305 4.2373 -1.4971
C 4.6452 2.8005 -1.7131
C 6.1487 2.3762 -1.6277
O 6.3946 1.0746 -1.1409
C 5.7772 -0.0143 -1.8379
H 1.9350 8.7043 -2.9470
H 3.5487 8.8005 -3.6181
H 3.3909 8.6095 -1.8645
H 1.9914 6.6484 -1.1721
H 3.6748 6.8654 -0.7997
H 2.7334 4.4315 -2.5492
H 2.3618 4.4722 -0.8425
H 5.1333 4.7040 -0.9418
H 4.3159 2.4782 -2.7009
H 4.1925 2.1491 -0.9656
H 6.7395 3.1330 -1.1117
H 6.3816 2.3245 -2.6913
H 6.3202 -0.8905 -1.4836
H 5.9632 0.0994 -2.9059
H 4.7341 -0.0963 -1.5323
N 0.2661 -6.9354 -3.0498
C 0.4133 -6.4103 -1.7647
C 1.0938 -7.3864 -0.9944
C 1.1789 -8.6114 -1.7921
C 0.7530 -8.1838 -3.0823
H -0.1748 -6.4286 -3.8041
H -0.0139 -5.4184 -1.7566
H 1.3913 -7.1616 0.0192
H 1.5362 -9.5365 -1.3644
H 0.7487 -8.7245 -4.0173
N 0.6587 -4.2432 5.0754
C 0.5156 -2.8492 5.1155
C 1.6196 -2.4341 5.8857
C 2.3453 -3.5268 6.3399
C 1.7763 -4.6310 5.7567
H 0.0588 -4.9354 4.6498
H -0.4062 -2.4061 4.7686
H 1.8893 -1.4157 6.1236
H 3.2085 -3.4764 6.9869
H 1.9853 -5.6721 5.9536
*
```

Calculated values
Lowest unoccupied orbital energy (alpha / beta), eV: -2.59 / -6.87
Electronic energy, eV: -88923.7946
Frontier orbital gap (alpha / beta), eV: 7.04 / 2.76
E_HOMO (alpha / beta), Eh: -0.354 / -0.354
⟨S²⟩: 0.763